No. 1
Here is 5 unconnected molecules or ions with the total composition C30H36F4N2O4P from the Open Molecules 2025 dataset. Energies are from the ωB97M-V functional and the def2-TZVPD basis.

Each line ends with the Mulliken charge.
Element x y z (Å)
N (7.1306, 1.7395, 1.0420)  -0.5752
C (7.1270, 1.3146, -0.3490)  -0.7766
C (6.0135, 1.9187, -1.2313)  -0.8113
C (4.6942, 2.1134, -0.5093)  0.8603
C (3.5223, 2.1669, -1.4681)  -1.4068
N (2.2091, 2.1662, -0.6859)  0.9542
P (1.5257, 0.5071, -0.6740)  0.8979
O (1.0395, 0.2611, -2.0219)  -0.6333
O (2.7585, -0.3138, -0.1554)  -0.4194
O (0.4790, 0.4690, 0.5042)  -0.5124
C (2.2753, 2.9129, 0.6312)  -0.3111
C (3.6403, 3.5320, 1.0515)  -0.6436
O (4.6974, 3.3834, 0.1366)  -0.4297
H (6.8377, 1.0310, 1.6941)  0.2666
H (6.6547, 2.6116, 1.2129)  0.2848
H (8.0824, 1.5852, -0.8079)  0.3467
H (7.0733, 0.2249, -0.3946)  0.3560
H (5.8489, 1.2480, -2.0808)  0.3696
H (6.3309, 2.8777, -1.6486)  0.3608
H (4.5544, 1.3319, 0.2483)  0.3462
H (3.5625, 3.1238, -1.9900)  0.5043
H (3.4832, 1.3576, -2.1966)  0.4080
H (1.5244, 2.6440, -1.2834)  -0.4718
H (2.5444, -1.0753, 0.4068)  0.3777
H (0.0537, 1.2899, 0.7844)  0.3406
H (1.9427, 2.2417, 1.4212)  0.5174
H (1.5359, 3.7032, 0.5432)  0.0752
H (3.9171, 3.1041, 2.0217)  0.2859
H (3.5035, 4.6042, 1.1841)  0.3837
F (-1.6125, -5.8722, -1.6496)  -0.3092
C (-1.1732, -4.9257, -0.8022)  0.2122
C (-1.2705, -5.1559, 0.5566)  -0.4128
C (-0.8114, -4.1821, 1.4298)  -0.5034
C (-0.2733, -2.9998, 0.9374)  -0.2429
C (-0.1904, -2.7972, -0.4336)  0.0632
C (-0.6387, -3.7638, -1.3224)  -0.6105
H (-1.6929, -6.0841, 0.9147)  0.4466
H (-0.8756, -4.3499, 2.4964)  0.3859
H (0.0693, -2.2377, 1.6272)  0.3753
H (0.2308, -1.8814, -0.8264)  0.0725
H (-0.5785, -3.6276, -2.3932)  0.4620
F (1.1030, 4.9345, -1.1780)  -0.3759
C (-0.2264, 4.6526, -1.3549)  0.5947
C (-1.1573, 5.3942, -0.6614)  -0.6968
C (-2.4970, 5.0696, -0.8307)  -0.1705
C (-2.8698, 4.0245, -1.6670)  -0.4561
C (-1.9055, 3.2962, -2.3480)  -0.7701
C (-0.5592, 3.6117, -2.1991)  -0.4216
H (-0.8413, 6.2030, -0.0168)  0.4588
H (-3.2564, 5.6356, -0.3107)  0.4653
H (-3.9175, 3.7870, -1.7911)  0.4119
H (-2.1939, 2.4895, -3.0082)  0.4363
H (0.2026, 3.0787, -2.7590)  0.6384
F (2.2085, -9.5430, 3.9789)  -0.3181
C (1.3439, -9.2845, 2.9783)  0.4192
C (-0.0089, -9.2802, 3.2541)  -0.4756
C (-0.8917, -9.0101, 2.2174)  -0.2996
C (-0.4167, -8.7543, 0.9380)  -0.7012
C (0.9494, -8.7675, 0.6910)  -0.3289
C (1.8457, -9.0338, 1.7163)  -0.4900
H (-0.3529, -9.4888, 4.2577)  0.4303
H (-1.9562, -9.0022, 2.4135)  0.4001
H (-1.1095, -8.5473, 0.1325)  0.5583
H (1.3218, -8.5722, -0.3062)  0.3811
H (2.9141, -9.0514, 1.5508)  0.4255
F (-5.5863, 5.6597, -0.5116)  -0.2822
C (-6.6993, 4.9055, -0.3204)  0.4951
C (-7.8516, 5.2481, -0.9959)  -0.6138
C (-8.9821, 4.4677, -0.7978)  -0.3195
C (-8.9433, 3.3769, 0.0603)  -0.5873
C (-7.7675, 3.0604, 0.7259)  -0.3290
C (-6.6260, 3.8283, 0.5380)  -0.2895
H (-7.8571, 6.1050, -1.6553)  0.4185
H (-9.8975, 4.7163, -1.3177)  0.3628
H (-9.8293, 2.7757, 0.2112)  0.3814
H (-7.7359, 2.2139, 1.3989)  0.3488
H (-5.6980, 3.6036, 1.0467)  0.4158

Forces on the atoms, in the same order (eV/Å):
0.0 -0.1 0.0
0.1 0.2 -0.1
0.0 -0.2 -0.1
-0.1 0.1 0.1
0.1 0.0 -0.2
0.2 -0.2 0.1
-0.4 -0.2 -0.4
0.2 0.2 0.3
-0.2 0.1 0.2
0.5 0.2 0.1
-0.2 0.2 0.3
0.0 0.0 0.0
0.0 0.0 0.0
-0.1 0.0 0.0
0.1 0.0 0.0
-0.1 -0.1 0.0
-0.1 0.0 0.1
0.1 0.1 0.0
-0.1 0.0 0.1
0.0 -0.1 -0.1
0.0 -0.1 -0.1
0.0 0.0 0.1
0.1 0.2 0.1
0.1 -0.1 0.0
-0.3 -0.1 -0.1
0.1 -0.1 -0.1
0.0 0.0 0.0
0.0 -0.1 -0.1
0.0 -0.1 0.0
0.0 0.0 0.0
0.0 0.0 0.0
0.0 0.0 0.1
0.0 0.0 0.0
0.0 0.0 0.0
0.1 0.0 0.1
0.0 0.0 0.0
0.0 0.0 0.0
0.0 0.0 0.0
0.0 0.0 0.0
-0.1 0.0 -0.1
0.0 0.0 0.0
0.0 0.0 -0.2
0.0 -0.1 0.0
0.0 0.0 0.0
0.0 0.0 0.0
0.0 0.0 0.0
0.0 0.0 0.0
0.0 0.0 0.1
0.0 0.0 0.0
0.0 0.0 0.0
0.0 0.0 0.0
0.0 0.0 0.0
0.0 0.0 -0.1
0.0 0.0 0.0
0.0 0.0 0.0
0.0 0.0 0.0
0.0 0.0 0.0
0.0 0.0 0.0
0.0 0.0 0.0
0.0 0.0 0.0
0.0 0.0 0.0
0.0 0.0 0.0
0.0 0.0 0.0
0.0 0.0 0.0
0.0 0.0 0.0
0.0 0.0 0.0
0.0 0.0 0.0
0.0 0.0 0.0
0.0 0.0 0.0
0.0 0.0 0.0
0.0 0.0 0.0
0.0 0.0 0.0
0.0 0.0 0.0
0.0 0.0 0.0
0.0 0.0 0.0
0.0 0.0 0.0
0.0 0.0 0.0

Calculated values
Strongest force on any atom   0.567 eV Å⁻¹
Net charge   +1
Spin multiplicity   1
Frontier orbital gap   7.81 eV
M   595.6 u


No. 2
Here is a molecular structure, C30H37AuBrCl2N4O2Si at a distorted geometry from the Open Molecules 2025 dataset. Energies are from the ωB97M-V functional and the def2-TZVPD basis.

Each line ends with the Mulliken charge.
Element x y z (Å)
Au (-0.8098, 2.4581, -0.2786)  0.8557
Cl (-4.6348, 8.2259, -0.6982)  -0.1511
C (-3.3239, 7.1478, -0.4815)  0.0234
C (-3.5712, 5.8238, -0.2984)  -0.5383
C (-2.4965, 4.9186, -0.1335)  0.4046
N (-2.6272, 3.5872, 0.0021)  -0.2857
C (-3.8177, 2.9683, 0.3489)  -0.0243
O (-4.7530, 3.5107, 0.8856)  -0.6043
C (-3.8569, 1.5182, -0.0314)  0.5287
C (-4.9794, 0.7656, 0.2585)  -0.3988
C (-5.0241, -0.5473, -0.1802)  -0.4822
C (-3.9542, -1.0433, -0.9074)  -0.5777
C (-2.8675, -0.2179, -1.1401)  -0.6273
N (-2.8086, 1.0357, -0.7014)  -0.2093
C (-1.1415, 5.4205, -0.1485)  0.4442
C (-0.9193, 6.8014, -0.3236)  -0.5988
C (-1.9759, 7.6453, -0.4941)  0.0939
Cl (-1.6854, 9.3140, -0.7244)  -0.1488
N (-0.1732, 4.4878, -0.0208)  -0.2938
C (1.1339, 4.7792, 0.3101)  0.0020
O (1.5245, 5.8240, 0.7737)  -0.6216
C (2.0802, 3.6524, 0.0146)  0.4956
C (3.4230, 3.8094, 0.2996)  -0.3980
C (4.2995, 2.8056, -0.0737)  -0.5055
C (3.7983, 1.6998, -0.7394)  -0.6073
C (2.4344, 1.6101, -0.9613)  -0.5729
N (1.5844, 2.5632, -0.5812)  -0.2134
H (-4.5866, 5.4646, -0.2748)  0.5949
H (-5.7871, 1.2241, 0.8115)  0.4839
H (-5.8809, -1.1710, 0.0378)  0.4612
H (-3.9521, -2.0577, -1.2832)  0.4778
H (-2.0070, -0.5655, -1.6932)  0.7683
H (0.0851, 7.1904, -0.3182)  0.5883
H (3.7449, 4.7157, 0.7925)  0.4823
H (5.3562, 2.8894, 0.1432)  0.4678
H (4.4533, 0.9100, -1.0798)  0.4542
H (1.9986, 0.7522, -1.4551)  0.8470
C (0.9725, -1.8378, -2.5226)  -1.6453
C (0.5899, -2.9892, -1.5780)  2.7282
C (1.4254, -4.2402, -1.9225)  -1.6302
C (-0.8783, -3.3464, -1.8510)  -2.0173
Si (0.8762, -2.5276, 0.2417)  -1.7383
Br (0.0175, -0.1836, 0.4748)  -0.0193
C (-0.2806, -3.3256, 1.5255)  2.4105
C (-1.7663, -2.9965, 1.3019)  -1.8431
C (-0.1014, -4.8572, 1.4480)  -1.6451
C (0.0637, -2.8465, 2.9466)  -1.9529
C (2.6944, -2.3086, 0.7792)  2.8755
C (3.6221, -1.9547, -0.3921)  -1.4428
C (3.1837, -3.6441, 1.3778)  -1.9295
C (2.8593, -1.1973, 1.8304)  -1.5642
H (0.7138, -2.1160, -3.5487)  0.5817
H (2.0405, -1.6245, -2.5004)  0.3587
H (0.4303, -0.9219, -2.2768)  0.1458
H (1.2192, -4.5247, -2.9586)  0.5214
H (1.1636, -5.0908, -1.2877)  0.3465
H (2.4970, -4.0753, -1.8376)  0.3199
H (-0.9989, -3.5471, -2.9200)  0.5881
H (-1.5537, -2.5363, -1.5818)  0.0187
H (-1.1838, -4.2448, -1.3148)  0.4442
H (-2.1450, -3.3842, 0.3594)  0.3322
H (-1.9481, -1.9224, 1.3342)  0.3003
H (-2.3455, -3.4611, 2.1061)  0.6005
H (-0.4096, -5.2572, 0.4795)  0.3061
H (-0.7269, -5.3268, 2.2130)  0.5179
H (0.9294, -5.1666, 1.6286)  0.3172
H (-0.0248, -1.7617, 3.0302)  0.2954
H (1.0639, -3.1404, 3.2605)  0.3472
H (-0.6447, -3.2960, 3.6486)  0.5967
H (3.6795, -2.7422, -1.1399)  0.2261
H (4.6337, -1.8034, -0.0018)  0.6323
H (3.3122, -1.0347, -0.8857)  -0.2550
H (3.0586, -4.4801, 0.6836)  0.3804
H (2.6770, -3.8949, 2.3080)  0.3522
H (4.2511, -3.5575, 1.6014)  0.5435
H (2.6607, -0.2155, 1.4034)  0.1724
H (3.8919, -1.2104, 2.1951)  0.5743
H (2.1985, -1.3243, 2.6862)  0.2347

Forces on the atoms, in the same order (eV/Å):
-0.2 1.1 -0.3
0.0 0.0 0.0
0.1 0.2 0.0
0.0 -0.2 0.1
0.0 0.1 0.0
0.0 -0.1 0.1
0.1 0.0 -0.1
0.0 0.0 0.0
0.1 0.0 0.0
-0.1 0.0 0.0
0.0 0.0 0.0
0.0 0.0 0.0
0.0 0.1 -0.1
0.2 -0.2 0.0
0.0 0.0 0.0
0.1 -0.1 0.1
-0.2 0.0 0.0
0.0 0.0 0.0
0.0 0.0 0.1
-0.1 -0.1 -0.1
0.0 0.1 0.0
-0.1 0.0 -0.1
0.0 0.1 0.0
0.0 0.0 0.0
0.0 0.0 0.0
-0.1 0.1 -0.1
-0.1 -0.3 0.1
0.0 0.0 0.0
0.0 0.0 0.0
0.0 0.0 0.0
0.0 0.0 0.0
0.0 0.0 0.0
0.0 0.0 0.0
0.0 0.0 0.0
0.0 0.0 0.0
0.0 0.0 0.0
0.0 0.0 0.0
0.0 -0.1 0.0
0.0 -0.1 -0.1
0.0 0.0 0.1
0.1 0.0 0.0
-0.4 1.1 0.4
0.4 -1.1 0.0
0.0 -0.2 0.1
0.1 0.0 0.0
0.0 0.1 0.0
0.0 0.0 -0.1
0.1 -0.1 0.0
0.0 0.0 0.0
0.0 0.0 -0.1
0.0 -0.1 0.0
0.0 0.0 0.0
0.0 0.0 0.0
0.0 0.0 0.0
0.0 0.0 0.0
0.0 0.0 0.0
0.0 0.0 0.0
0.0 0.0 0.0
0.0 0.0 0.0
0.0 0.0 0.0
0.0 0.0 0.0
0.0 0.0 0.0
0.0 0.0 0.0
0.0 0.0 0.0
0.0 0.0 0.0
0.0 0.0 0.0
0.0 0.0 0.0
0.0 0.0 0.0
0.0 0.0 0.0
0.0 0.0 0.0
0.0 0.0 0.0
0.0 0.0 0.0
0.0 0.0 0.0
0.0 0.0 0.0
0.0 0.0 0.0
0.0 0.0 0.0
0.0 0.0 0.0
0.1 0.0 0.0

Calculated values
Strongest force on any atom   1.261 eV Å⁻¹
Net charge   +1
Spin multiplicity   3
Frontier orbital gap (spin up / spin down)   7.83 / 6.33 eV
ΔE to the lowest compared entry with this formula, charge and spin   25.3 kcal per mole
M   861.5 u


No. 3
Here is a molecular structure, C30H37BCl2MoN7O2S3 from the Open Molecules 2025 dataset. Energies are from the ωB97M-V functional and the def2-TZVPD basis.

Each line ends with the Mulliken charge.
Element x y z (Å)
Mo (-0.1548, 1.3610, -0.6077)  -0.6781
C (-0.5263, 4.5870, -4.6464)  -0.9091
N (0.6358, 3.8109, -4.2611)  0.2732
C (1.6221, 3.3355, -5.1000)  -0.3948
C (2.4378, 2.5666, -4.3445)  -0.7804
N (1.9527, 2.5631, -3.0566)  0.3644
B (2.4879, 1.9130, -1.7643)  1.9522
N (2.9007, 0.4609, -1.9507)  0.1546
C (2.5837, -0.3654, -3.0143)  -0.3905
C (3.0574, -1.5972, -2.7488)  -1.2034
N (3.6490, -1.5383, -1.4974)  0.3380
C (4.2747, -2.6466, -0.8176)  -0.9291
C (3.5412, -0.2687, -0.9981)  -0.2653
S (4.0319, 0.2247, 0.5338)  -0.4003
C (0.8501, 3.3372, -3.0207)  -0.4692
S (-0.1562, 3.6373, -1.6568)  -0.4187
H (-0.4998, 4.7383, -5.7225)  0.3433
H (-0.5251, 5.5507, -4.1408)  0.3145
H (-1.4269, 4.0404, -4.3702)  0.3206
H (1.6480, 3.5838, -6.1456)  0.4674
H (3.3348, 2.0381, -4.6150)  0.6105
H (1.5385, 2.0871, -0.9574)  -0.4716
H (3.3533, 2.5619, -1.2445)  -0.2207
H (2.0069, -0.0200, -3.8538)  0.6508
H (3.0313, -2.5045, -3.3264)  0.4664
H (5.1729, -2.9671, -1.3470)  0.3203
H (3.5811, -3.4874, -0.7486)  0.2971
H (4.5458, -2.3093, 0.1803)  0.3077
Cl (-2.2023, -0.2094, -0.2199)  0.2223
C (-2.8900, -0.6164, -1.7888)  0.2616
C (-4.0710, -1.3343, -1.7760)  -0.9189
C (-4.6486, -1.6893, -2.9829)  -0.4664
C (-4.0281, -1.3180, -4.1672)  -0.6997
C (-2.8494, -0.5968, -4.1386)  0.1100
Cl (-2.1230, -0.1682, -5.6559)  -0.2141
C (-2.2204, -0.1998, -2.9406)  -0.0788
S (-0.7423, 0.7139, -2.9353)  0.2241
H (-4.5255, -1.6032, -0.8319)  0.4722
H (-5.5745, -2.2472, -3.0031)  0.3824
H (-4.4555, -1.5828, -5.1245)  0.4197
O (0.8515, -0.4977, -0.3852)  1.5990
N (0.5536, -1.7584, -0.2329)  -0.5843
C (0.9191, -2.3634, 0.9125)  -0.1038
C (0.6536, -3.7013, 1.0952)  -1.3787
C (0.0199, -4.4187, 0.0903)  -0.2805
C (-0.3205, -3.7700, -1.0871)  -1.3861
C (-0.0385, -2.4305, -1.2371)  -0.2072
H (1.4377, -1.7192, 1.6100)  0.6762
H (0.9525, -4.1700, 2.0218)  0.5789
H (-0.1987, -5.4692, 0.2218)  0.4648
H (-0.8071, -4.2920, -1.8985)  0.5241
H (-0.2521, -1.8212, -2.1067)  0.7942
C (-1.7435, 2.6118, 0.3008)  -1.5202
H (-2.5710, 2.7372, -0.4018)  0.3313
H (-1.4074, 3.6125, 0.5911)  0.5111
H (-2.1318, 2.1397, 1.2120)  0.3098
C (-3.0374, -0.3496, 3.5349)  -0.8134
C (-2.1080, 0.4130, 4.4689)  -0.8173
N (-1.0076, -0.4002, 4.9725)  0.2358
C (-1.3446, -1.4723, 5.9078)  -0.9062
C (-1.1836, -2.8560, 5.2928)  -1.0483
C (0.3183, -0.1490, 4.7911)  0.2040
O (1.1786, -0.7371, 5.4298)  -0.6620
C (0.7270, 0.8598, 3.7590)  0.4174
C (1.6873, 1.8181, 4.0592)  -0.7348
C (2.0940, 2.6873, 3.0651)  -1.1009
C (1.5708, 2.5485, 1.7899)  -0.8048
N (0.6708, 1.6107, 1.4896)  1.6367
C (0.2554, 0.7987, 2.4607)  -0.8892
H (-3.7995, 0.3192, 3.1333)  0.3810
H (-3.5427, -1.1645, 4.0559)  0.4356
H (-2.4890, -0.7788, 2.6950)  0.0435
H (-2.6771, 0.7816, 5.3283)  0.4026
H (-1.7025, 1.2900, 3.9710)  0.4411
H (-2.3745, -1.3105, 6.2292)  0.4290
H (-0.7002, -1.3814, 6.7822)  0.4494
H (-1.7934, -2.9567, 4.3933)  0.2417
H (-1.4901, -3.6259, 6.0023)  0.4162
H (-0.1391, -3.0261, 5.0334)  0.2817
H (2.1036, 1.8639, 5.0571)  0.5516
H (2.8360, 3.4495, 3.2557)  0.4662
H (1.8950, 3.1780, 0.9721)  0.4226
H (-0.4825, 0.0590, 2.1715)  0.6275

Forces on the atoms, in the same order (eV/Å):
-0.5 0.2 -0.7
0.0 0.0 0.0
0.0 0.0 0.0
0.0 0.0 0.0
0.2 0.1 0.0
-0.4 0.2 0.0
0.1 0.0 0.3
0.1 0.0 -0.2
-0.1 0.0 0.0
0.0 0.0 0.0
0.0 0.1 0.0
0.0 0.0 0.0
0.0 -0.1 0.0
0.1 0.0 0.1
0.0 -0.2 0.0
-0.1 0.3 -0.1
0.0 0.0 0.0
0.0 0.0 0.0
0.0 0.0 0.0
0.0 0.0 0.0
0.0 0.0 0.0
0.2 -0.5 0.3
0.1 0.0 -0.1
0.0 0.0 0.0
0.0 0.0 0.0
0.0 0.0 0.0
0.0 0.0 0.0
0.0 0.0 0.0
0.2 0.0 0.1
0.0 0.0 -0.1
0.0 0.0 0.0
0.0 0.0 0.0
0.0 0.0 0.0
0.0 0.0 0.1
0.0 0.0 0.0
-0.1 -0.1 0.0
0.1 0.0 0.1
0.0 0.0 0.0
0.0 0.0 0.0
0.0 0.0 0.0
0.2 0.0 0.4
0.0 -0.1 -0.2
0.0 0.1 0.0
0.0 -0.1 0.0
0.0 0.0 0.0
0.0 -0.1 0.0
0.0 0.1 0.0
0.0 0.0 0.0
0.0 0.0 0.0
0.0 0.0 0.0
0.0 0.0 0.0
0.0 0.0 0.0
0.1 0.0 0.2
0.0 0.0 0.0
0.0 0.0 0.0
0.0 0.0 0.0
0.0 0.0 0.0
0.0 0.0 0.0
0.1 -0.1 0.0
0.0 0.0 0.0
0.0 0.0 0.0
-0.1 0.1 0.1
0.0 0.0 0.0
0.0 0.0 -0.1
0.0 0.0 0.0
0.0 0.0 0.0
0.1 -0.1 0.0
-0.1 0.2 -0.3
0.0 0.0 0.0
0.0 0.0 0.0
0.0 0.0 0.0
0.0 0.0 0.0
0.0 0.0 0.0
0.0 0.0 0.0
0.0 0.0 0.0
0.0 0.0 0.0
0.0 0.0 0.0
0.0 0.0 0.0
0.0 0.0 0.0
0.0 0.0 0.0
0.0 0.0 0.0
0.0 0.0 0.0
0.0 0.0 0.0

Calculated values
Strongest force on any atom   0.882 eV Å⁻¹
Net charge   0
Spin multiplicity   2
Frontier orbital gap (spin up / spin down)   6.25 / 6.17 eV
ΔE to the lowest compared entry with this formula, charge and spin   12.3 kcal per mole
M   801.5 u


Electronic energy for every record listed, in sequence, given in Ha: -2315.88112; -5454.28534; -3907.19863.